{"formula": "C41H42BrF4GdN3O5P2STe", "method": "wB97M-V/def2-TZVPD", "elements": ["H", "O", "H", "C", "N", "C", "F", "O", "O", "H", "H", "P", "H", "H", "C", "H", "C", "C", "C", "C", "C", "H", "C", "H", "C", "C", "H", "C", "C", "H", "C", "H", "C", "C", "H", "H", "C", "S", "H", "C", "H", "C", "C", "C", "P", "N", "C", "H", "H", "Br", "C", "C", "F", "H", "C", "Gd", "H", "O", "H", "H", "C", "H", "H", "C", "Te", "C", "H", "C", "C", "H", "C", "H", "H", "H", "H", "H", "C", "H", "C", "C", "C", "C", "H", "F", "H", "H", "H", "H", "C", "H", "C", "H", "C", "F", "H", "H", "H", "C", "O", "C", "N"], "coordinates": [[4.4120, 3.0906, -2.6899], [1.3947, -2.2166, 2.9680], [-3.3685, -8.1952, -5.1129], [4.0888, 5.2697, 1.4273], [-2.5444, 7.4093, 4.5262], [2.9217, 5.7326, 0.7481], [-1.4737, 5.8878, -4.6654], [3.5067, -1.3704, 1.5691], [-1.8764, -1.4264, -1.0140], [5.6397, 1.8403, -4.4182], [-4.1942, -5.5328, -0.0560], [1.9334, -1.6544, 1.5432], [-2.7962, -2.9933, -1.9661], [6.1721, -1.0562, 1.4235], [-3.9462, -2.3037, 1.8712], [5.0067, -0.4961, -4.9831], [4.8347, 1.3487, -3.8531], [-0.3486, 2.9704, -2.9434], [-5.2050, -2.8730, 2.1224], [-3.9195, -5.9558, -1.0410], [0.7326, 5.4303, -3.6552], [-3.3736, -1.8528, 2.6449], [-3.0027, -6.7990, -3.4856], [3.1445, -1.6778, -3.5501], [-3.5289, -7.7263, -2.5709], [4.1463, 2.0730, -2.8929], [1.4741, -4.2030, 2.3440], [1.4716, -3.6746, 3.3038], [3.8518, 3.0739, 0.3519], [-3.7410, -6.6136, -5.5244], [1.5193, 4.4844, -3.0071], [-0.4690, -4.3071, 3.3718], [-3.4115, -2.3950, 0.5729], [-0.5439, 5.0694, -4.0998], [-3.7724, 6.0184, 5.3045], [-0.1194, -3.3286, 4.8130], [-4.0551, -3.1387, -0.4179], [-1.2720, 8.8180, 2.6206], [5.4367, 3.4972, 1.7477], [0.9498, 3.3029, -2.5007], [0.1561, 4.8081, 4.3894], [2.6569, 3.5358, -0.2594], [0.2856, -4.0515, 4.1329], [-5.9277, -3.4564, 1.1045], [1.8520, 2.2710, -1.2996], [-0.3599, 6.8173, 4.1101], [-2.4029, -1.4314, 0.1798], [-4.0642, -8.0008, -0.5259], [4.0115, -3.3538, 1.3384], [-1.2528, 1.3487, -2.4317], [-3.3731, -4.9856, -1.9421], [-2.7334, 6.2906, 5.4212], [1.2272, 6.6530, -3.8495], [4.6335, -2.7008, 2.8504], [-2.6826, -5.5195, -3.0829], [-0.1040, -0.1398, -0.2848], [-2.0284, -6.8398, -5.4409], [-1.8968, -0.6551, 1.0672], [-3.2680, 8.0902, 4.3707], [-6.9329, -3.7927, 1.3505], [2.1676, 4.8748, -0.0440], [2.4327, 6.7171, 0.9991], [2.3659, -0.4520, -1.5442], [4.4923, -2.4907, 1.7999], [1.2130, -2.8643, -0.4781], [3.5724, -0.6596, -3.3346], [2.4168, -3.8365, 3.8454], [3.1466, 1.4343, -2.1393], [4.5383, -0.0074, -4.1235], [-5.5636, -2.7817, 3.1194], [5.7537, -1.9994, 1.0125], [0.0520, 5.7525, 5.9292], [-1.0783, -4.0183, -3.1308], [0.5342, -4.9623, 4.6330], [-1.0817, -5.2512, -4.4771], [4.5347, 5.8887, 2.2535], [-1.0428, 3.8105, -3.7562], [-5.8656, -4.0380, -1.0765], [4.5649, 3.9598, 1.1873], [-2.9896, -7.1589, -4.9340], [-0.4024, 5.5563, 4.9553], [-1.4217, 7.5777, 3.8061], [-1.9160, 4.3379, 5.7168], [-2.2696, 3.4260, -4.1954], [1.2055, 5.1594, -0.3674], [-2.5914, 6.5584, 6.5176], [0.5501, 7.0690, 3.7553], [4.2349, 2.1001, 0.1655], [-3.9423, -7.3223, -1.3658], [-2.2532, -3.8907, -4.4433], [-1.7317, -4.5907, -3.7986], [-3.5776, -8.7660, -2.8870], [2.9993, 0.0511, -2.3396], [2.8699, 4.6131, -3.0208], [6.5698, -2.7114, 0.9884], [5.4426, -1.8984, -0.0055], [-2.1141, 4.7041, 4.0630], [-5.3568, -3.5724, -0.1760], [1.3540, -0.2615, 1.4310], [-1.8346, 5.1573, 5.0307], [-3.4495, -3.6279, -1.5956]], "lowdin_charge": [0.099, -0.262, 0.099, -0.074, -0.001, -0.077, 0.118, -0.294, -0.299, 0.114, 0.125, 0.167, 0.108, 0.089, 0.048, 0.109, -0.063, -0.512, -0.037, 0.044, -0.119, 0.122, -0.216, 0.125, -0.009, -0.072, 0.065, -0.262, -0.092, 0.098, -0.193, 0.082, -0.066, -0.079, 0.115, 0.080, -0.181, 0.464, 0.123, -0.290, 0.118, -0.329, -0.069, -0.042, 1.034, 0.002, -0.588, 0.126, 0.081, 0.872, -0.098, -0.184, 0.140, 0.106, -0.141, 0.932, 0.099, -0.146, 0.122, 0.119, -0.083, 0.123, -0.006, -0.197, 0.491, -0.086, 0.117, -0.391, -0.049, 0.108, -0.052, 0.120, 0.077, 0.073, 0.111, 0.116, -0.251, 0.153, -0.076, -0.030, -0.148, -0.899, 0.110, 0.060, 0.092, 0.142, 0.110, 0.091, -0.050, 0.095, -0.008, 0.136, -0.159, 0.093, 0.070, 0.059, 0.133, -0.019, -0.543, -0.204, 0.220], "homo_lumo_gap_ev": [3.92, 2.93], "spin_multiplicity": 8, "homo_ev": [-6.732, -8.978], "de_lowest_kcal_mol": 146.7, "energy_ha": -7215.7745, "lumo_ev": [-2.8, -6.1], "charge": 1}